Arrangement A

{"formula": "CH3NOS", "method": "wB97M-V/def2-TZVPD", "homo_ev": -8.9, "e_lumo_ev": 0.3, "gap_ev": 9.188, "species": ["S", "O", "N", "C", "H", "H", "H"], "xyz": [[0.743, -1.025, -0.462], [-0.806, 1.328, -0.566], [-0.046, -0.184, 0.938], [-0.782, 0.977, 0.579], [-0.478, -0.853, 1.703], [1.198, 0.455, -1.217], [-1.155, 1.603, 1.394]]}

Arrangement B

{"formula": "CH3NOS", "method": "wB97M-V/def2-TZVPD", "homo_ev": -9.6, "e_lumo_ev": 0.4, "gap_ev": 9.975, "species": ["S", "O", "N", "C", "H", "H", "H"], "xyz": [[0.322, -0.153, 0.926], [-1.349, 0.066, 0.362], [1.358, 0.920, 0.452], [-0.546, -0.687, -0.542], [-0.946, -1.758, -0.800], [-0.145, -0.143, -1.409], [1.305, 1.756, 1.013]]}

Arrangement C

{"formula": "CH3NOS", "method": "wB97M-V/def2-TZVPD", "homo_ev": [-7.2, -7.2], "e_lumo_ev": [-0.2, -0.2], "gap_ev": [6.982, 6.984], "species": ["S", "O", "N", "C", "H", "H", "H"], "xyz": [[1.652, 2.518, 0.248], [0.871, 3.584, -0.388], [0.431, 0.925, 0.020], [0.176, -0.373, 0.159], [-0.749, -0.794, -0.193], [-0.326, 1.448, -0.422], [0.922, -0.994, 0.617]]}

Arrangement D

{"formula": "CH3NOS", "method": "wB97M-V/def2-TZVPD", "homo_ev": -9.4, "e_lumo_ev": 0.2, "smiles": "[H]/N=C\\SO", "gap_ev": 9.622, "species": ["S", "O", "N", "C", "H", "H", "H"], "xyz": [[-1.350, 0.353, -0.015], [-1.423, -0.814, -1.261], [1.429, 0.126, 0.708], [0.254, 0.499, 0.682], [1.767, -0.695, 0.184], [-0.080, 1.191, 1.528], [-0.598, -0.659, -1.826]]}

Relative energies in hartree: arrangement A 0.0112; arrangement B 0.0453; arrangement C 0.0417; arrangement D 0.0000

Arrangement A

{"formula": "C11H15OP", "method": "wB97M-V/def2-TZVPD", "homo_ev": [-8.5, -8.5], "e_lumo_ev": [-0.4, -0.4], "gap_ev": [8.012, 8.013], "species": ["P", "O", "C", "C", "C", "C", "C", "C", "C", "C", "C", "C", "C", "H", "H", "H", "H", "H", "H", "H", "H", "H", "H", "H", "H", "H", "H", "H"], "xyz": [[-1.584, -0.067, -1.358], [-2.895, -0.624, -1.612], [-0.275, 2.545, -2.630], [-0.167, -0.329, 0.819], [-0.356, -1.855, 1.057], [0.363, -2.605, -0.047], [-0.384, 0.112, -2.782], [0.703, 2.417, -3.549], [-0.666, 0.708, 1.816], [0.607, 0.059, -3.750], [-0.814, 1.335, -2.258], [1.136, 1.232, -4.081], [0.346, 1.154, 2.895], [1.373, 1.091, 2.370], [-0.455, 3.608, -2.328], [-1.526, 0.465, 2.329], [1.961, 1.264, -4.718], [1.158, 3.281, -4.059], [0.733, 0.019, 0.419], [0.824, -0.892, -4.212], [-0.052, 2.169, 3.327], [1.422, -2.384, -0.050], [-0.090, -2.335, -0.954], [0.043, -2.171, 2.025], [0.330, 0.392, 3.683], [-1.500, -1.998, 0.852], [-0.997, 1.660, 1.259], [0.276, -3.705, 0.361]]}

Arrangement B

{"formula": "C11H15OP", "method": "wB97M-V/def2-TZVPD", "homo_ev": -9.3, "e_lumo_ev": 0.7, "smiles": "CC1=C[C@@H]2C(C)=C[P@](C)(=O)C2=CC1", "gap_ev": 10.001, "species": ["P", "O", "C", "C", "C", "C", "C", "C", "C", "C", "C", "C", "C", "H", "H", "H", "H", "H", "H", "H", "H", "H", "H", "H", "H", "H", "H", "H"], "xyz": [[2.224, -1.294, -0.592], [3.466, -0.755, -1.158], [-0.212, -0.497, 0.269], [0.294, 0.313, -2.038], [-0.868, 0.850, 0.443], [-1.021, 1.723, -0.530], [0.682, -0.763, 1.490], [-0.911, 1.097, -1.938], [2.054, -3.031, -1.239], [0.699, -0.391, -0.994], [1.896, -1.319, 1.257], [0.250, -0.422, 2.862], [-1.399, 3.202, -0.359], [3.032, -3.167, -1.953], [-1.004, 1.131, 1.515], [0.821, -1.017, 3.675], [0.369, 0.683, 3.048], [-0.890, 3.711, -1.158], [0.956, 0.106, -2.836], [2.622, -1.477, 1.950], [1.109, -3.139, -1.678], [-1.036, 1.873, -2.659], [-0.833, -0.635, 3.059], [-1.705, 0.454, -2.039], [2.214, -3.732, -0.484], [-0.916, -1.279, 0.106], [-2.423, 3.121, -0.460], [-1.146, 3.503, 0.746]]}

Relative energies in hartree: arrangement A 0.1027; arrangement B 0.0000

Arrangement A

{"formula": "C2H6NO3P", "method": "wB97M-V/def2-TZVPD", "homo_ev": -9.3, "e_lumo_ev": -0.4, "smiles": "C[N+](=O)[O-].CP=O", "gap_ev": 8.838, "species": ["P", "O", "O", "O", "N", "C", "C", "H", "H", "H", "H", "H", "H"], "xyz": [[-1.172, -1.575, 0.571], [3.214, -0.443, -0.381], [-0.620, -0.497, 1.414], [1.138, -0.849, -0.861], [2.026, -0.182, -0.381], [1.599, 1.126, 0.153], [-2.485, -0.571, -0.311], [-2.167, -0.572, -1.385], [-3.406, -1.116, -0.165], [-2.512, 0.451, 0.315], [2.000, 1.986, -0.375], [1.833, 1.043, 1.141], [0.550, 1.199, 0.263]]}

Arrangement B

{"formula": "C2H6NO3P", "method": "wB97M-V/def2-TZVPD", "homo_ev": [-7.9, -7.9], "e_lumo_ev": [-1.3, -1.3], "gap_ev": [6.534, 6.529], "species": ["P", "O", "O", "O", "N", "C", "C", "H", "H", "H", "H", "H", "H"], "xyz": [[-0.503, 1.756, -0.017], [0.203, 1.929, -1.261], [1.085, -0.916, -0.942], [-0.558, -0.148, 0.224], [-0.020, -1.077, -0.456], [-0.853, -2.199, -0.896], [0.797, 1.955, 1.406], [-0.762, -3.013, -0.214], [-1.850, -1.827, -0.879], [0.326, 2.733, 1.980], [0.816, 1.099, 1.958], [-0.490, -2.589, -1.854], [1.808, 2.296, 0.950]]}

Relative energies in hartree: arrangement A 0.0000; arrangement B 0.0088

Arrangement A

{"formula": "C4H9N2O", "method": "wB97M-V/def2-TZVPD", "total_charge": 1, "homo_ev": [-13.7, -13.7], "e_lumo_ev": [-6.0, -6.0], "gap_ev": [7.684, 7.684], "species": ["O", "N", "N", "C", "C", "C", "C", "H", "H", "H", "H", "H", "H", "H", "H", "H"], "xyz": [[-3.255, 0.061, -0.446], [1.023, 1.289, 0.199], [0.185, -0.803, 0.187], [1.170, -0.016, 0.039], [-1.170, -0.522, 0.687], [2.358, -0.638, -0.611], [-2.059, 0.383, -0.146], [2.336, -0.359, -1.627], [-1.127, 0.090, 1.619], [-3.405, -0.880, -0.271], [2.236, -1.712, -0.716], [1.749, 2.007, 0.068], [3.373, -0.346, -0.022], [-1.744, 1.372, -0.414], [-1.775, -1.365, 1.010], [0.104, 1.441, 0.444]]}

Arrangement B

{"formula": "C4H9N2O", "method": "wB97M-V/def2-TZVPD", "total_charge": 1, "homo_ev": -13.9, "e_lumo_ev": -3.4, "gap_ev": 10.447, "species": ["O", "N", "N", "C", "C", "C", "C", "H", "H", "H", "H", "H", "H", "H", "H", "H"], "xyz": [[-3.307, -0.395, -0.998], [-0.338, 1.674, 0.318], [0.251, -0.226, -0.634], [1.200, -0.031, 0.343], [2.087, -1.151, 0.897], [0.776, 1.129, 1.004], [-0.647, 0.812, -0.690], [2.715, -0.801, 1.709], [-3.636, -0.808, -1.854], [1.430, -2.045, 1.160], [-0.561, 2.670, 0.424], [1.446, 1.574, 1.653], [2.661, -1.390, -0.049], [-1.432, 1.082, -1.584], [-3.049, -1.125, -0.413], [0.405, -0.969, -1.284]]}

Relative energies in hartree: arrangement A 0.0833; arrangement B 0.0000

Arrangement A

{"formula": "C4H9N2O", "method": "wB97M-V/def2-TZVPD", "total_charge": 1, "homo_ev": -11.7, "e_lumo_ev": -5.0, "smiles": "N/C(=C\\O)CC=[NH2+]", "gap_ev": 6.731, "species": ["O", "N", "N", "C", "C", "C", "C", "H", "H", "H", "H", "H", "H", "H", "H", "H"], "xyz": [[1.582, -2.694, 0.237], [-1.596, 2.056, 0.800], [-0.219, -1.193, -1.470], [-0.540, 1.323, 0.971], [1.278, -1.402, 0.394], [0.496, -0.669, -0.416], [0.341, 0.881, -0.136], [-0.562, -0.570, -2.182], [-0.802, -2.003, -1.316], [-0.333, 0.955, 1.969], [-1.822, 2.442, -0.112], [1.762, -0.982, 1.262], [-2.198, 2.320, 1.571], [1.237, -3.047, -0.594], [1.348, 1.238, 0.098], [0.027, 1.344, -1.074]]}

Arrangement B

{"formula": "C4H9N2O", "method": "wB97M-V/def2-TZVPD", "total_charge": 1, "homo_ev": -14.2, "e_lumo_ev": -3.6, "gap_ev": 10.597, "species": ["O", "N", "N", "C", "C", "C", "C", "H", "H", "H", "H", "H", "H", "H", "H", "H"], "xyz": [[0.175, -0.708, -0.318], [-2.152, 0.782, -0.799], [-2.203, -0.947, 0.768], [3.405, 0.387, 0.222], [1.399, -0.710, -0.416], [-2.759, 0.058, 0.110], [2.156, 0.554, -0.318], [2.069, -1.610, -0.377], [-2.838, -1.276, 1.580], [-3.661, 0.498, 0.593], [3.914, 1.296, 0.689], [-1.246, -1.460, 0.517], [-2.499, 1.641, -1.218], [3.900, -0.516, 0.396], [-1.234, 0.516, -1.066], [1.575, 1.496, -0.364]]}

Arrangement C

{"formula": "C4H9N2O", "method": "wB97M-V/def2-TZVPD", "total_charge": 1, "homo_ev": -14.0, "e_lumo_ev": -3.3, "smiles": "C[NH2+]/C=C\\NC=O", "gap_ev": 10.651, "species": ["O", "N", "N", "C", "C", "C", "C", "H", "H", "H", "H", "H", "H", "H", "H", "H"], "xyz": [[-1.323, 1.496, -0.597], [-1.799, -0.533, 0.271], [1.002, 0.358, -0.675], [-1.997, 0.824, 0.138], [-0.764, -1.359, -0.165], [1.827, 0.582, 0.541], [0.437, -0.992, -0.588], [-0.899, -2.394, 0.162], [-2.756, 1.326, 0.735], [-2.614, -1.013, 0.656], [1.481, 0.379, -1.513], [2.484, -0.276, 0.796], [1.123, -1.811, -0.794], [2.446, 1.394, 0.435], [1.038, 0.826, 1.379], [0.317, 1.194, -0.781]]}

Relative energies in hartree: arrangement A 0.0126; arrangement B 0.0000; arrangement C 0.0038

Arrangement A

{"formula": "C4H9N2O", "method": "wB97M-V/def2-TZVPD", "total_charge": 1, "homo_ev": -15.5, "e_lumo_ev": -5.5, "smiles": "C=[N+](CC)C(N)=O", "gap_ev": 9.989, "species": ["O", "N", "N", "C", "C", "C", "C", "H", "H", "H", "H", "H", "H", "H", "H", "H"], "xyz": [[-0.862, -2.033, -1.703], [0.010, 0.088, -2.107], [-0.243, -0.753, 0.131], [0.815, 0.212, 0.513], [0.291, 1.550, 1.027], [-0.463, -0.964, -1.381], [-0.900, -1.483, 0.958], [-1.697, -2.188, 0.613], [-0.972, -1.249, 2.043], [0.195, 1.002, -1.634], [1.421, -0.130, 1.375], [0.339, -0.098, -3.118], [1.401, 0.394, -0.330], [-0.630, 2.021, 0.607], [1.163, 2.244, 0.814], [0.132, 1.385, 2.190]]}

Arrangement B

{"formula": "C4H9N2O", "method": "wB97M-V/def2-TZVPD", "total_charge": 1, "homo_ev": [-14.0, -14.0], "e_lumo_ev": [-4.7, -4.7], "gap_ev": [9.349, 9.351], "species": ["O", "N", "N", "C", "C", "C", "C", "H", "H", "H", "H", "H", "H", "H", "H", "H"], "xyz": [[0.007, -0.512, 1.972], [-0.953, -0.661, -0.872], [1.708, -0.902, 0.386], [-0.658, 0.168, -1.722], [0.475, -0.728, 0.814], [-1.354, -0.159, 2.185], [0.557, 1.009, -1.870], [2.416, -0.782, 1.093], [-1.992, -0.891, 2.512], [1.910, -0.904, -0.598], [0.851, 1.547, -0.811], [-1.692, 0.049, 1.259], [-1.466, 0.607, 2.976], [1.348, 0.452, -2.307], [0.316, 1.748, -2.574], [-1.475, -0.043, -2.443]]}

Relative energies in hartree: arrangement A 0.0000; arrangement B 0.1259